# 1
Here is a 8-piece molecular cluster, C46H41F7O3 overall at a distorted geometry from OMol25. Energies are from ωB97M-V/def2-TZVPD.

CARTESIAN COORDINATES (ANGSTROEM)
C -14.36168 16.74359 2.98259
C -15.02468 17.64838 4.19401
C -15.20054 19.09850 3.74579
O -16.62706 19.04422 3.34058
C -17.19525 17.92035 3.76357
O -18.35570 17.68788 3.48554
O -16.34265 17.17375 4.43360
H -14.84090 16.79041 2.00472
H -14.21922 15.68932 3.22000
H -13.34383 17.11835 2.87474
H -14.45325 17.56415 5.11838
H -14.56434 19.36488 2.90176
H -15.02938 19.78834 4.57219
F -18.20792 30.95871 2.62942
C -18.87794 30.92441 3.73684
C -18.14086 30.45823 4.84276
C -18.80233 30.27072 6.02668
C -20.16854 30.54934 6.10952
C -20.81853 31.24026 5.05331
C -20.15006 31.46415 3.88919
H -17.09056 30.27113 4.67464
H -18.45488 29.81558 6.94239
H -20.73591 30.33667 7.00353
H -21.87138 31.43944 5.18829
H -20.72448 31.78850 3.03407
F -22.64900 26.72443 3.04125
C -22.03830 25.72486 3.73709
C -21.51770 24.47330 3.22086
C -21.12270 23.46830 4.09417
C -20.91819 23.74334 5.41656
C -21.38143 24.92038 5.94764
C -22.02681 25.82718 5.12083
H -21.53140 24.44768 2.14124
H -20.67783 22.59820 3.63440
H -20.35427 23.03021 5.99953
H -21.35607 25.10243 7.01189
H -22.46423 26.77454 5.39941
F -19.70720 18.52201 8.08676
C -20.78273 17.70494 8.27784
C -22.04887 18.18481 8.73906
C -23.08361 17.32944 8.86016
C -22.96902 15.96205 8.56347
C -21.75869 15.48624 8.11646
C -20.69833 16.42835 7.85406
H -22.07554 19.26157 8.81823
H -24.07495 17.68493 9.09946
H -23.80988 15.29986 8.70787
H -21.67556 14.43025 7.90589
H -19.75752 16.03560 7.49762
F -27.97156 35.12515 1.67927
C -27.75309 33.86324 1.78073
C -27.48567 33.18821 0.59367
C -26.97954 31.91746 0.66482
C -26.91536 31.26136 1.84974
C -27.14799 31.90386 3.11205
C -27.53006 33.25475 3.05453
H -27.73771 33.64283 -0.35300
H -26.90187 31.34725 -0.24909
H -26.50340 30.27909 1.67128
H -26.89743 31.34174 3.99954
H -27.68685 33.86055 3.93476
F -19.58453 27.10639 11.93904
C -20.32097 27.34856 13.08073
C -21.21462 28.37625 13.05758
C -21.94202 28.75337 14.18923
C -21.73479 27.97350 15.35510
C -20.87744 26.92627 15.36754
C -20.17312 26.58446 14.21209
H -21.28235 28.84261 12.08582
H -22.67273 29.54551 14.11882
H -22.34206 28.26588 16.19899
H -20.81560 26.33107 16.26660
H -19.44257 25.78924 14.22983
F -13.97887 20.57870 -3.22354
C -15.25953 20.58162 -2.71136
C -16.00679 19.41462 -2.46475
C -17.26781 19.61146 -1.82187
C -17.83026 20.87638 -1.58935
C -17.09668 22.00922 -1.99425
C -15.80486 21.84619 -2.46726
H -15.44735 18.50578 -2.63036
H -17.90609 18.78642 -1.54203
H -18.82630 20.86930 -1.17190
H -17.51243 22.99115 -1.82290
H -15.07394 22.62860 -2.60868
F -24.53533 19.15424 -0.05973
C -24.81143 18.38115 1.02538
C -25.47914 17.15898 0.90042
C -25.51079 16.26747 1.95772
C -24.87371 16.69262 3.14379
C -24.32442 17.97269 3.32183
C -24.24311 18.76133 2.21733
H -25.84104 16.98461 -0.10208
H -26.23791 15.47088 2.01366
H -24.86260 15.99096 3.96473
H -23.92268 18.29840 4.26995
H -23.57326 19.60850 2.21722

Output
Orbital gap in eV: 9.3
E_tot in hartree: -2702.1015
Multiplicity: 1
SMILES: C[C@H]1COC(=O)O1.Fc1ccccc1.Fc1ccccc1.Fc1ccccc1.Fc1ccccc1.Fc1ccccc1.Fc1ccccc1.Fc1ccccc1
F_max in eV/Å: 3.99
LUMO energy in Eh: 0.01492
Relative energy (zero: lowest compared OMol25 entry of this formula, charge and spin) in kJ/mol: 146.07
HOMO in eV: -8.94

=====

# 2
Here is C46H41FNO2P2PdS as an isolated structure from OMol25. Energies are from ωB97M-V/def2-TZVPD.

CARTESIAN COORDINATES (ANGSTROEM)
Pd -0.14173 0.85737 0.62416
O -2.09482 0.91949 3.77341
S -1.51136 0.32509 2.54683
C -1.12311 -1.38655 2.92094
C -1.76256 -1.95659 4.01254
C -1.44809 -3.25603 4.37699
C -0.49592 -3.96624 3.65631
C 0.17684 -3.36795 2.59922
C -0.11414 -2.05751 2.22864
P 0.96913 -1.11768 1.08444
C 2.35998 -0.75364 2.23025
C 2.35560 0.45424 2.93096
C 3.38250 0.76394 3.81374
C 4.43383 -0.12315 3.99509
C 4.44004 -1.33388 3.31643
C 3.40601 -1.65257 2.44697
C 1.65362 -2.28359 -0.12155
C 2.91648 -2.03482 -0.66450
C 3.43372 -2.86586 -1.64843
C 2.69295 -3.94660 -2.10608
C 1.43013 -4.19125 -1.58169
C 0.90821 -3.36112 -0.59963
C -2.88761 0.18776 1.38297
C -3.85738 -0.77510 1.64820
C -4.92649 -0.95337 0.79295
C -5.02794 -0.15771 -0.34136
C -4.08474 0.82586 -0.58076
C -2.98978 1.03268 0.26905
P -2.12178 2.60147 -0.25658
C -0.64103 3.12168 0.71785
C -0.82203 3.48745 2.06579
C -0.25134 4.62644 2.59156
C 0.33149 5.61495 1.72565
C 0.55258 5.32914 0.43388
C 0.41444 3.91650 -0.06847
C -1.44278 2.14582 -1.90930
C -0.40295 1.23254 -2.11032
C 0.10439 0.98323 -3.37203
C -0.42725 1.65809 -4.46657
C -1.45836 2.56933 -4.28780
C -1.96226 2.81405 -3.01385
H -2.47996 -1.36746 4.57383
H -1.93278 -3.70749 5.23405
H -0.24680 -4.98169 3.94283
H 0.95412 -3.91429 2.07854
H 1.54407 1.15512 2.80210
H 3.36069 1.70231 4.35573
H 5.24405 0.12524 4.66971
H 5.25169 -2.03616 3.46501
H 3.41203 -2.61102 1.94180
H 3.49917 -1.19128 -0.31497
H 4.42041 -2.67291 -2.05377
H 3.09830 -4.59495 -2.87392
H 0.85081 -5.03592 -1.93735
H -0.07969 -3.54276 -0.20252
H -3.76510 -1.39689 2.52941
H -5.67472 -1.70676 1.00789
H -5.85968 -0.28424 -1.02456
H -4.20259 1.47045 -1.44730
H -1.49350 2.92441 2.70277
H -0.37168 4.84610 3.64476
H 0.52319 6.60886 2.11527
H 0.91977 6.08158 -0.25880
H 0.15313 3.91937 -1.12217
H 0.04498 0.68979 -1.26384
H 0.91566 0.27525 -3.49913
H -0.02412 1.47944 -5.45710
H -1.86684 3.09632 -5.14182
H -2.75806 3.53929 -2.87644
C -3.89607 -3.05865 -2.72761
N -3.05057 -2.83936 -1.56340
C -3.04563 -3.84858 -0.51440
C -2.23913 -1.77109 -1.49365
O -1.46246 -1.53197 -0.57491
H -3.43785 -3.75209 -3.43695
H -4.08418 -2.11275 -3.23334
H -4.85037 -3.47693 -2.40819
H -4.06998 -4.15868 -0.30182
H -2.60751 -3.42243 0.38644
H -2.47137 -4.73038 -0.81492
H -2.34214 -1.08826 -2.35052
F 4.08999 1.25050 -4.70120
C 3.55190 1.73472 -3.56796
C 2.84393 2.91617 -3.61527
C 2.28131 3.40379 -2.44308
C 2.41095 2.71614 -1.24065
C 1.82467 3.22491 0.05876
C 3.13954 1.52840 -1.23469
C 3.71993 1.02926 -2.39391
H 2.73761 3.44048 -4.55746
H 1.73222 4.33985 -2.48455
H 2.52397 3.92375 0.51937
H 1.74423 2.38775 0.74476
H 3.25538 0.98668 -0.29975
H 4.29861 0.11319 -2.39703

Output
Orbital gap (spin up / spin down) in eV: 7.0 / 6.6
Expectation value of S²: 2.048
Net charge: +1
E_tot in hartree: -3291.0994
Multiplicity: 3
F_max in eV/Å: 0.88
LUMO energy (spin up / spin down) in Eh: -0.08862 / -0.14888
Relative energy (zero: lowest compared OMol25 entry of this formula, charge and spin) in kJ/mol: 169.23
HOMO (spin up / spin down) in eV: -9.42 / -10.62

=====

Q: Which of these has the lowest F_max?
A: C46H41FNO2P2PdS

=====

Q: The lowest F_max belongs to which entry?
A: C46H41FNO2P2PdS